Entry 1:
DFT (ωB97M-V with the def2-TZVPD basis set) results for one molecule with the formula C5H9N3 at a distorted geometry.

Calculated values
Energy above the lowest of the compared OMol25 structures with the same formula, charge and spin: 277.1 kJ/mol
SMILES: NC/C=C1\CN=CN1
E_HOMO: -8.21 eV
F_max: 4.978 eV Å⁻¹

Geometry as ORCA input:
```
! wB97M-V def2-TZVPD RIJCOSX def2/J DEFGRID3
* xyz 0 1
N -2.94984 0.27581 -0.40901
C -1.83093 -0.44901 0.33353
C -0.64920 0.54693 0.37060
C 0.56942 0.28789 0.12128
C 1.29610 -1.13885 0.03573
N 2.60736 -0.81352 -0.31406
C 2.75047 0.40198 -0.08599
N 1.67063 1.20517 -0.03933
H -2.68389 0.69143 -1.38080
H -3.59426 -0.50748 -0.74468
H -1.66085 -1.46578 0.06652
H -2.27866 -0.39069 1.32760
H -0.87139 1.62153 0.29162
H 0.77128 -1.75936 -0.64456
H 1.25761 -1.59510 1.03557
H 3.80725 0.76411 -0.24707
H 1.78893 2.32496 0.28304
*
```

---

Entry 2:
DFT (ωB97M-V with the def2-TZVPD basis set) results for an isolated ion of composition C5H9N3 and charge +2 at a distorted geometry.

Calculated values
Energy above the lowest of the compared OMol25 structures with the same formula, charge and spin: 336.9 kJ/mol
E_HOMO (spin up / spin down): -19.65 / -19.65 eV
F_max: 7.246 eV Å⁻¹

Geometry as ORCA input:
```
! wB97M-V def2-TZVPD RIJCOSX def2/J DEFGRID3
* xyz 2 1
C -2.61478 0.61452 0.33606
C -0.53577 -0.04498 -0.09478
C 1.42816 -1.23890 0.73866
C 1.66795 0.87981 -0.73636
C 0.86357 -0.10753 0.09456
N -1.56498 -0.96426 -0.72917
N -2.69417 -0.40416 -0.58808
N -1.27729 0.87641 0.53404
H -3.52078 1.14618 0.61105
H -1.31534 -1.66722 -1.37852
H 0.68777 -1.89197 1.19116
H 2.23716 -1.59860 0.20514
H 0.86327 1.33733 -1.44140
H 2.68509 0.53422 -1.18152
H 1.82675 1.86161 -0.16845
H 2.02049 -0.95117 1.60398
H -0.75710 1.61871 1.00362
*
```